Record 1
{"formula": "C8H32N16O8", "method": "the ωB97M-V functional and the def2-TZVPD basis", "elements": ["C", "O", "N", "N", "H", "H", "H", "H", "C", "O", "N", "N", "H", "H", "H", "H", "C", "O", "N", "N", "H", "H", "H", "H", "C", "O", "N", "N", "H", "H", "H", "H", "C", "O", "N", "N", "H", "H", "H", "H", "C", "O", "N", "N", "H", "H", "H", "H", "C", "O", "N", "N", "H", "H", "H", "H", "C", "O", "N", "N", "H", "H", "H", "H"], "coordinates": [[-1.152, -3.924, 3.461], [-0.481, -3.934, 4.489], [-2.174, -4.669, 3.249], [-0.879, -3.315, 2.329], [-2.766, -4.686, 2.431], [-2.460, -5.343, 3.944], [-1.545, -3.454, 1.582], [0.044, -2.906, 2.362], [3.634, 0.810, -1.859], [3.555, 1.746, -1.033], [2.814, -0.206, -2.023], [4.566, 0.802, -2.834], [1.999, -0.200, -1.426], [2.907, -1.041, -2.583], [5.289, 1.507, -2.831], [4.617, -0.067, -3.346], [-0.117, 0.720, 5.632], [1.024, 0.338, 5.717], [-0.544, 1.650, 4.863], [-1.063, 0.358, 6.379], [-1.522, 1.888, 4.768], [0.165, 2.163, 4.359], [-1.842, 1.000, 6.419], [-0.825, -0.312, 7.096], [-3.068, 2.157, 1.182], [-2.303, 2.500, 2.119], [-4.190, 2.642, 0.699], [-2.772, 1.021, 0.537], [-4.442, 3.619, 0.748], [-4.494, 2.225, -0.169], [-3.366, 0.669, -0.200], [-1.799, 0.793, 0.682], [-0.879, 0.130, -3.854], [-0.073, -0.740, -4.320], [-1.727, 0.761, -4.577], [-0.872, 0.523, -2.636], [-1.904, 0.587, -5.556], [-2.194, 1.563, -4.178], [-0.272, -0.113, -2.130], [-1.356, 1.313, -2.234], [1.202, -4.163, -2.734], [1.401, -4.892, -3.684], [1.436, -4.564, -1.516], [0.601, -3.013, -2.710], [1.106, -3.871, -0.860], [1.732, -5.511, -1.325], [0.415, -2.483, -3.549], [0.636, -2.504, -1.838], [1.509, 4.369, -2.503], [0.904, 5.389, -2.777], [0.878, 3.225, -2.433], [2.767, 4.292, -2.347], [-0.094, 3.300, -2.698], [1.153, 2.648, -1.651], [3.410, 5.071, -2.370], [3.080, 3.332, -2.325], [0.321, -0.098, 0.786], [0.580, -0.623, -0.296], [-0.329, -0.726, 1.729], [0.381, 1.095, 1.167], [-0.808, -1.599, 1.561], [-0.568, -0.387, 2.650], [0.747, 1.683, 0.432], [0.008, 1.457, 2.032]], "lowdin_charge": [-0.76, 0.05, 0.15, 0.12, 0.11, 0.13, 0.12, 0.12, -0.69, -0.02, 0.18, 0.15, 0.05, 0.12, 0.11, 0.10, -0.87, 0.05, 0.16, 0.17, 0.11, 0.12, 0.12, 0.14, -0.68, -0.01, 0.17, 0.15, 0.12, 0.10, 0.11, 0.06, -0.74, -0.02, 0.18, 0.18, 0.13, 0.11, 0.08, 0.11, -0.80, 0.03, 0.15, 0.17, 0.09, 0.12, 0.07, 0.07, -0.82, 0.02, 0.16, 0.20, 0.10, 0.08, 0.14, 0.07, -0.75, 0.00, 0.16, 0.21, 0.07, 0.12, 0.13, 0.11], "gap_ev": 8.751, "fmax_ha_per_bohr": 0.151, "multiplicity": 1, "smiles": "NC(N)=O.NC(N)=O.NC(N)=O.NC(N)=O.NC(N)=O.NC(N)=O.NC(N)=O.NC(N)=O", "mol_weight_g_mol": 480.45, "e_above_lowest_ev": 6.618, "charge": 0}

=====

Record 2
{"formula": "C8H32N16O8", "method": "the ωB97M-V functional and the def2-TZVPD basis", "elements": ["C", "O", "N", "N", "H", "H", "H", "H", "C", "O", "N", "N", "H", "H", "H", "H", "C", "O", "N", "N", "H", "H", "H", "H", "C", "O", "N", "N", "H", "H", "H", "H", "C", "O", "N", "N", "H", "H", "H", "H", "C", "O", "N", "N", "H", "H", "H", "H", "C", "O", "N", "N", "H", "H", "H", "H", "C", "O", "N", "N", "H", "H", "H", "H"], "coordinates": [[-0.756, -0.711, -3.370], [-0.936, 0.454, -3.138], [-0.326, -1.127, -4.470], [-0.660, -1.543, -2.356], [0.217, -1.977, -4.448], [-0.530, -0.637, -5.329], [-1.088, -1.418, -1.451], [-0.224, -2.433, -2.555], [0.940, 3.117, -4.533], [1.214, 4.279, -4.645], [0.140, 2.462, -5.268], [1.496, 2.330, -3.642], [-0.340, 2.822, -6.081], [-0.069, 1.476, -5.207], [1.136, 1.387, -3.690], [2.134, 2.733, -2.971], [0.358, 5.181, -0.109], [-0.780, 5.573, -0.092], [0.617, 3.883, -0.217], [1.361, 5.958, 0.124], [1.577, 3.586, -0.118], [-0.115, 3.190, -0.151], [2.168, 5.359, 0.220], [1.226, 6.815, 0.642], [1.384, -4.669, 1.303], [2.544, -4.763, 1.111], [0.573, -5.617, 1.003], [0.762, -3.648, 1.807], [-0.431, -5.523, 1.059], [1.018, -6.512, 0.859], [-0.195, -3.786, 2.099], [1.385, -3.025, 2.302], [-2.067, -4.245, 3.685], [-1.775, -4.437, 2.529], [-2.257, -3.133, 4.233], [-2.047, -5.079, 4.669], [-2.515, -2.370, 3.624], [-1.860, -2.878, 5.126], [-1.810, -6.060, 4.672], [-2.308, -4.626, 5.533], [-0.389, 0.683, 0.431], [-1.210, 1.531, 0.517], [-0.426, -0.473, 1.117], [0.523, 0.625, -0.481], [-1.064, -0.472, 1.901], [0.213, -1.256, 1.108], [0.319, 1.229, -1.265], [1.225, -0.100, -0.515], [-3.800, -0.209, 2.528], [-3.252, -1.164, 1.985], [-4.338, -0.263, 3.686], [-3.622, 0.995, 2.136], [-4.385, -1.222, 3.999], [-4.747, 0.520, 4.176], [-3.033, 1.272, 1.364], [-4.285, 1.689, 2.450], [3.871, 2.357, -0.603], [3.152, 2.978, 0.186], [4.651, 2.795, -1.552], [3.809, 1.034, -0.716], [5.205, 2.172, -2.120], [4.771, 3.796, -1.482], [3.601, 0.389, 0.032], [4.047, 0.707, -1.641]], "lowdin_charge": [-0.81, 0.04, 0.19, 0.18, 0.12, 0.13, 0.11, 0.11, -0.82, 0.05, 0.17, 0.17, 0.13, 0.07, 0.08, 0.10, -0.79, 0.02, 0.18, 0.17, 0.03, 0.07, 0.09, 0.12, -0.86, 0.06, 0.17, 0.17, 0.10, 0.12, 0.05, 0.12, -0.78, 0.04, 0.17, 0.18, 0.08, 0.13, 0.13, 0.11, -0.76, 0.07, 0.18, 0.18, 0.08, 0.07, 0.09, 0.11, -0.80, 0.00, 0.17, 0.19, 0.11, 0.12, 0.09, 0.12, -0.71, 0.01, 0.18, 0.15, 0.12, 0.13, 0.12, 0.10], "gap_ev": 8.189, "fmax_ha_per_bohr": 0.186, "multiplicity": 1, "smiles": "NC(N)=O.NC(N)=O.NC(N)=O.NC(N)=O.NC(N)=O.NC(N)=O.NC(N)=O.NC(N)=O", "mol_weight_g_mol": 480.45, "e_above_lowest_ev": 6.772, "charge": 0}

=====

Record 3
{"formula": "C8H32N4O8", "method": "the ωB97M-V functional and the def2-TZVPD basis", "elements": ["C", "O", "H", "H", "H", "H", "C", "O", "H", "H", "H", "H", "C", "O", "H", "H", "H", "H", "C", "O", "H", "H", "H", "H", "C", "O", "H", "H", "H", "H", "C", "O", "H", "H", "H", "H", "C", "O", "N", "N", "H", "H", "H", "H", "C", "O", "N", "N", "H", "H", "H", "H"], "coordinates": [[-5.229, 1.210, -8.688], [-5.283, 0.200, -9.649], [-4.435, 1.115, -7.947], [-5.334, 2.181, -9.172], [-6.227, 1.145, -8.255], [-6.205, 0.095, -9.895], [-10.708, 2.325, -12.317], [-10.129, 1.022, -12.118], [-10.572, 2.991, -11.465], [-10.352, 2.800, -13.231], [-11.753, 2.235, -12.615], [-10.759, 0.343, -12.369], [-12.568, 0.316, -9.221], [-12.159, -0.612, -8.303], [-12.789, 1.272, -8.745], [-11.727, 0.452, -9.901], [-13.411, -0.072, -9.792], [-11.267, -0.319, -8.106], [-7.279, 4.231, -11.126], [-5.977, 4.770, -10.811], [-7.660, 4.323, -12.143], [-7.649, 3.291, -10.718], [-8.009, 4.859, -10.615], [-5.277, 4.279, -11.246], [-11.024, -2.800, -6.551], [-10.168, -1.827, -6.023], [-10.932, -2.934, -7.629], [-10.810, -3.767, -6.097], [-12.039, -2.499, -6.291], [-10.152, -1.023, -6.548], [-8.469, -1.334, -10.043], [-7.904, -0.097, -10.603], [-8.435, -1.203, -8.962], [-9.533, -1.402, -10.273], [-7.908, -2.222, -10.335], [-8.592, 0.464, -10.968], [-9.338, 1.452, -7.177], [-10.109, 0.537, -7.286], [-9.456, 2.627, -7.813], [-8.121, 1.291, -6.633], [-8.742, 3.335, -7.713], [-10.319, 2.732, -8.327], [-7.551, 2.114, -6.494], [-7.800, 0.405, -6.270], [-12.386, -2.446, -12.592], [-11.498, -1.627, -12.794], [-13.444, -2.508, -13.371], [-12.287, -3.432, -11.715], [-14.032, -3.310, -13.549], [-13.436, -1.881, -14.163], [-11.457, -3.472, -11.141], [-13.054, -4.085, -11.648]], "lowdin_charge": [-0.17, -0.12, 0.09, 0.06, 0.04, 0.02, -0.13, -0.14, 0.07, 0.07, 0.08, 0.03, -0.19, -0.13, 0.08, 0.06, 0.08, 0.00, -0.17, -0.11, 0.07, 0.06, 0.07, 0.07, -0.19, -0.13, 0.06, 0.07, 0.08, 0.00, -0.08, -0.15, 0.07, 0.07, 0.09, 0.03, -0.65, 0.03, 0.19, 0.18, 0.11, 0.11, 0.11, 0.13, -0.74, 0.02, 0.16, 0.18, 0.11, 0.12, 0.12, 0.11], "gap_ev": 9.738, "fmax_ha_per_bohr": 0.077, "multiplicity": 1, "smiles": "NC(N)=O.NC(N)=O.CO.CO.CO.CO.CO.CO", "mol_weight_g_mol": 312.36, "e_above_lowest_ev": 3.897, "charge": 0}

=====

Record 4
{"formula": "C8H33BF4NO8", "method": "the ωB97M-V functional and the def2-TZVPD basis", "elements": ["B", "F", "F", "F", "F", "C", "C", "O", "H", "H", "H", "H", "H", "H", "C", "C", "O", "H", "H", "H", "H", "H", "H", "O", "H", "H", "O", "H", "H", "O", "H", "H", "O", "H", "H", "O", "H", "H", "C", "C", "C", "O", "C", "N", "H", "H", "H", "H", "H", "H", "H", "H", "H", "H", "H"], "coordinates": [[-12.559, -6.200, -23.822], [-12.854, -4.874, -24.052], [-11.546, -6.357, -22.901], [-13.700, -6.844, -23.388], [-12.292, -6.857, -24.973], [-9.770, -7.868, -20.189], [-8.265, -7.470, -20.204], [-7.502, -8.316, -19.461], [-10.165, -7.930, -19.174], [-9.889, -8.855, -20.635], [-10.409, -7.156, -20.711], [-8.119, -6.443, -19.869], [-7.933, -7.442, -21.242], [-7.973, -8.411, -18.630], [-16.933, -5.003, -26.771], [-16.403, -6.188, -25.938], [-15.860, -5.579, -24.829], [-17.527, -5.497, -27.540], [-16.086, -4.437, -27.158], [-17.571, -4.257, -26.299], [-15.586, -6.570, -26.549], [-17.202, -6.922, -25.826], [-14.902, -5.546, -24.881], [-11.258, -3.359, -25.649], [-10.837, -3.229, -26.499], [-11.113, -4.283, -25.447], [-16.335, -7.806, -22.753], [-15.889, -7.266, -23.405], [-15.776, -7.757, -21.977], [-9.118, -4.580, -23.094], [-10.046, -4.398, -22.943], [-8.922, -5.321, -22.521], [-14.160, -2.678, -22.883], [-14.752, -2.969, -23.576], [-13.352, -3.168, -23.037], [-13.064, -8.688, -22.062], [-12.262, -8.278, -21.737], [-13.258, -8.223, -22.876], [-7.900, -8.687, -26.405], [-9.260, -8.679, -25.759], [-9.266, -9.397, -24.405], [-8.799, -10.710, -24.582], [-8.759, -11.299, -23.285], [-9.663, -7.271, -25.675], [-7.054, -8.310, -25.831], [-7.984, -8.267, -27.407], [-7.514, -9.691, -26.580], [-9.933, -9.239, -26.410], [-10.174, -9.405, -23.802], [-8.547, -8.870, -23.777], [-9.753, -11.665, -23.030], [-8.353, -10.753, -22.433], [-8.116, -12.176, -23.210], [-10.640, -7.191, -25.436], [-9.777, -6.935, -26.621]], "lowdin_charge": [-1.39, 0.15, 0.16, 0.12, 0.17, -0.06, -0.36, -0.06, 0.07, 0.07, 0.06, 0.11, 0.10, 0.08, -0.10, -0.32, -0.07, 0.06, 0.07, 0.07, 0.12, 0.11, 0.07, -0.05, 0.03, 0.01, -0.06, -0.02, 0.02, -0.05, 0.02, 0.01, -0.06, 0.02, 0.01, -0.06, -0.01, -0.02, -0.08, -0.43, -0.21, -0.17, -0.12, 0.06, 0.08, 0.07, 0.07, 0.13, 0.12, 0.12, 0.09, 0.08, 0.08, 0.03, 0.07], "gap_ev": 9.405, "fmax_ha_per_bohr": 0.061, "multiplicity": 1, "mol_weight_g_mol": 358.15, "e_above_lowest_ev": 1.298, "charge": -1}